[1]
Formula: C3H10OS
Source: the Open Molecules 2025 dataset
Level of theory: ωB97M-V/def2-TZVPD

## Properties
max |F|: 3.433 eV/A
charge: +1
orbital gap (alpha / beta): 9.963 / 5.019 eV
multiplicity: 2
total energy: -593.3238 Eh
relative energy (zero: lowest compared OMol25 entry of this formula, charge and spin): 49.5 kcal per mole

Atoms and positions in Å:
C  1.1172  0.9838  1.4374
C  0.3443  0.3549  0.2613
C  -0.4609  1.3843  -0.5627
S  -1.1790  0.4523  -2.0215
H  1.3197  0.0651  2.0757
H  2.0345  1.5520  1.2232
H  0.5245  1.6543  1.9911
H  -0.3365  -0.4322  0.8025
H  0.9919  -0.1355  -0.4467
H  -1.3319  1.8523  0.0538
H  0.2007  1.8088  -1.3255
H  -0.5636  1.1341  -3.0348
H  -1.1038  -2.9348  0.2814
H  -0.4408  -3.8355  -0.7462
O  -1.1163  -3.9037  0.0110

Atomic forces in eV per Å
1.012 -1.683 -0.022
-1.441 -0.844 1.181
-0.873 -1.064 -0.680
-0.797 -0.510 0.302
0.246 1.485 -0.482
-0.198 -0.591 -0.344
-1.080 0.647 0.787
0.924 1.390 -1.513
0.464 -0.516 0.117
1.740 -0.125 -1.548
0.201 2.021 1.860
-0.213 -0.176 0.338
-0.327 -1.874 -0.083
-1.451 -0.702 1.539
1.793 2.542 -1.451

Here are the Löwdin charges for atoms 1 to 6, given in e: number 1, C, carries -0.0790; number 2, C, carries -0.3239; number 3, C, carries -0.3927; number 4, S, carries 1.1075; number 5, H, carries 0.1151; number 6, H, carries 0.0935

[2]
Formula: C3H10S
Source: the Open Molecules 2025 dataset
Level of theory: ωB97M-V/def2-TZVPD

## Properties
max |F|: 2.662 eV/A
SMILES: CSC.C
orbital gap: 9.267 eV
total energy: -518.4265 Eh
relative energy (zero: lowest compared OMol25 entry of this formula, charge and spin): 28.4 kcal per mole

Atoms and positions in Å:
C  -0.6187  -0.7076  1.6399
S  -2.0338  -0.3791  0.6384
C  -2.3788  1.4758  0.9004
H  -0.5036  -0.4771  2.7116
H  0.2570  -0.3136  1.1295
H  -0.6404  -1.8743  1.5302
H  -3.3286  1.9946  0.8134
H  -1.9114  1.9107  1.7775
H  -1.7699  1.6446  -0.0002
C  2.6058  -0.6599  -2.2249
H  3.4523  -1.1148  -2.7818
H  2.6713  0.4376  -2.0911
H  2.5132  -1.1178  -1.2459
H  1.6856  -0.8189  -2.7970

Atomic forces in eV per Å
0.955 -2.275 -0.144
-2.316 0.803 1.037
1.922 -0.565 -1.403
-0.860 0.107 -0.406
0.265 -0.165 0.089
0.565 2.031 0.367
-0.563 -1.076 -0.227
0.368 -0.449 0.146
-0.328 1.589 0.532
-0.121 0.375 -0.471
-0.454 0.591 0.433
0.430 -0.631 -0.159
-0.010 -0.128 0.055
0.147 -0.206 0.150

Here are the Löwdin charges for atoms 1 to 6, given in e: number 1, C, carries -0.5018; number 2, S, carries 0.7005; number 3, C, carries -0.3605; number 4, H, carries 0.0445; number 5, H, carries 0.0116; number 6, H, carries 0.0583